Record 1
Entry from the Open Molecules 2025 dataset: a 2-piece molecular cluster, BrH7Si3 overall in a non-equilibrium geometry (ωB97M-V/def2-TZVPD).

Positions of all 11 atoms, in Å:
1 Si 2.376 -0.002 0.037
2 Si -3.461 0.590 -0.211
3 Si 4.130 -1.447 -0.195
4 Br -2.222 -1.215 0.092
5 H 2.910 1.356 -0.219
6 H 1.468 -0.273 -1.092
7 H 1.473 0.206 1.181
8 H -2.528 1.687 -0.388
9 H -4.263 0.316 -1.392
10 H -4.275 0.715 0.989
11 H 4.392 -1.933 1.198

**Molecular weight**: 171.2 u
**Spin multiplicity**: 1
**Kohn-Sham gap**: 0.2604 Eh
**Net charge**: 0
**HOMO energy**: -8.486 eV
**Calculated total energy**: -3446.5803 a.u.

Atomic partial charges in e from the natural (NBO) method, atoms 1 to 5:
1. Si 0.182
2. Si 0.802
3. Si 0.448
4. Br -0.330
5. H -0.117



Record 2
Entry from the Open Molecules 2025 dataset: C2H3NOS2 as an isolated structure in a non-equilibrium geometry (ωB97M-V/def2-TZVPD).

Positions of all 9 atoms, in Å:
1 C -0.481 0.411 0.770
2 C 0.068 -0.738 -0.119
3 N 0.118 1.463 0.080
4 O 1.090 0.448 -2.377
5 S -1.634 0.547 1.874
6 S 1.266 0.499 -0.913
7 H 0.599 -1.551 0.326
8 H -0.605 -1.079 -0.807
9 H 0.055 2.420 0.527

**Molecular weight**: 121.2 u
**Spin multiplicity**: 1
**Kohn-Sham gap**: 0.3392 Eh
**Net charge**: 0
**HOMO energy**: -9.070 eV
**Calculated total energy**: -1004.3152 a.u.

Atomic partial charges in e from the natural (NBO) method, atoms 1 to 5:
1. C 0.045
2. C -0.612
3. N -0.806
4. O -0.884
5. S -0.023



Record 3
Entry from the Open Molecules 2025 dataset: C25H34FeN6O5PSSe as an isolated structure (ωB97M-V/def2-TZVPD).

Positions of all 74 atoms, in Å:
1 Fe -0.480 0.137 -0.164
2 O -0.725 1.127 4.130
3 S 0.245 0.953 3.040
4 O 1.324 0.002 3.387
5 O -0.527 0.338 1.880
6 O 0.808 2.239 2.591
7 C 3.795 0.742 -0.013
8 C 4.145 0.610 -1.348
9 C 3.156 0.369 -2.282
10 C 1.826 0.262 -1.872
11 N 1.502 0.375 -0.565
12 C 2.460 0.619 0.336
13 C 0.677 0.056 -2.768
14 C 0.806 0.008 -4.162
15 C -0.321 -0.132 -4.948
16 C -1.572 -0.213 -4.331
17 C -1.682 -0.173 -2.952
18 C -0.563 -0.046 -2.111
19 H 4.528 0.941 0.756
20 H 5.179 0.695 -1.660
21 H 3.403 0.268 -3.329
22 H 2.144 0.734 1.365
23 H 1.777 0.087 -4.640
24 H -0.235 -0.167 -6.028
25 H -2.463 -0.309 -4.945
26 H -2.663 -0.251 -2.494
27 C -0.526 6.548 1.461
28 C -0.238 5.088 1.783
29 N -0.129 4.275 0.578
30 C 1.141 4.387 -0.122
31 C 0.999 4.833 -1.575
32 C -0.839 3.110 0.457
33 C -2.059 2.930 1.302
34 N -0.552 2.189 -0.397
35 H -0.570 7.142 2.377
36 H -1.478 6.647 0.935
37 H 0.254 6.972 0.824
38 H -1.006 4.678 2.429
39 H 0.693 4.988 2.348
40 H 1.679 3.435 -0.049
41 H 1.745 5.117 0.419
42 H 0.369 4.152 -2.148
43 H 1.978 4.874 -2.056
44 H 0.545 5.825 -1.625
45 H -2.682 3.827 1.268
46 H -1.787 2.713 2.336
47 H -2.604 2.088 0.890
48 H 0.251 2.423 -0.965
49 C -3.571 0.383 2.733
50 P -3.162 -0.767 1.416
51 C -2.332 -2.112 2.284
52 C -4.748 -1.483 0.911
53 O -2.513 -0.220 0.177
54 H -4.189 -0.143 3.465
55 H -4.132 1.229 2.337
56 H -2.647 0.725 3.214
57 H -2.981 -2.453 3.093
58 H -1.403 -1.720 2.695
59 H -2.137 -2.946 1.609
60 H -5.286 -1.911 1.758
61 H -4.557 -2.256 0.166
62 H -5.356 -0.702 0.451
63 Se -1.783 -4.465 -2.006
64 N -0.541 -5.243 -0.994
65 C -0.007 -4.277 -0.279
66 C 1.001 -4.468 0.719
67 C 1.387 -3.376 1.409
68 C 0.837 -2.079 1.118
69 N -0.050 -1.839 0.192
70 C -0.525 -2.936 -0.502
71 N -1.498 -2.841 -1.375
72 H 1.395 -5.459 0.900
73 H 2.120 -3.432 2.202
74 H 1.151 -1.240 1.734

**Molecular weight**: 696.4 u
**Spin multiplicity**: 1
**Kohn-Sham gap**: 0.2040 Eh
**Net charge**: -1
**HOMO energy**: -4.200 eV
**Calculated total energy**: -6082.6387 a.u.

Atomic partial charges in e from the Mulliken method, atoms 1 to 5:
1. Fe 0.142
2. O -0.929
3. S 1.702
4. O -0.826
5. O -1.305